[1]
Entry from the OMol25 dataset: C9H23BrO3P as an isolated structure in a non-equilibrium geometry (ωB97M-V/def2-TZVPD).

The calculation puts the calculated total energy at -3497.757344 a.u. The HOMO-LUMO gap is 7.1410 eV. Its molar mass is 290.16 g mol⁻¹. Its lowest unoccupied orbital energy is 3.08 eV.

```
! wB97M-V def2-TZVPD RIJCOSX def2/J DEFGRID3
* xyz -1 1
C -3.22087 -1.24788 -0.86370
C -2.23461 -0.86518 -2.02245
P -0.41816 -1.45257 -1.65404
C 0.43841 0.07589 -2.42317
C 0.18299 1.44305 -1.71019
C 0.52481 2.60185 -2.75411
Br 1.44591 1.75776 -0.18603
O -0.46114 -0.87504 -0.02024
C 0.17194 -1.95238 0.68325
C 1.52412 -2.17677 -0.11795
O 1.17234 -2.22486 -1.49000
H -3.06265 -0.62200 0.03574
H -3.11394 -2.30691 -0.56824
H -4.28372 -1.09109 -1.16321
H -2.30316 0.21132 -2.28810
H -2.55563 -1.47231 -2.89780
H -1.02762 -2.71448 -1.27270
H -0.45404 -1.97846 -3.00700
H 0.03242 0.16756 -3.45395
H 1.52566 -0.09953 -2.47857
H -0.86319 1.59746 -1.41229
H -0.33264 3.27062 -2.94300
H 0.81189 2.13465 -3.71732
H 1.42624 3.14693 -2.41978
H -0.45392 -2.86202 0.82526
H 0.30628 -1.60945 1.73546
H 1.98751 -3.10817 0.27128
H 2.07717 -1.24016 0.12104
C 1.65969 0.69277 4.09672
C 0.79343 1.87054 4.50199
O 1.25525 3.07240 3.89371
H 2.69859 0.86728 4.38402
H 1.31371 -0.22956 4.56855
H 1.64365 0.55748 3.01236
H 0.82632 2.01673 5.58272
H -0.24814 1.70240 4.20882
H 1.21510 2.94213 2.94292
*
```

And the Mulliken charges, in e, turn out to be:
1 C -1.06
2 C -0.63
3 P 0.29
4 C -1.66
5 C 0.31
6 C -1.10
7 Br -0.25
8 O -0.41
9 C -0.52
10 C -0.28
11 O -0.59
12 H 0.18
13 H 0.31
14 H 0.38
15 H 0.30
16 H 0.33
17 H 0.16
18 H 0.01
19 H 0.49
20 H 0.39
21 H 0.41
22 H 0.27
23 H 0.32
24 H 0.31
25 H 0.28
26 H 0.25
27 H 0.38
28 H 0.13
29 C -0.67
30 C -0.27
31 O -0.53
32 H 0.28
33 H 0.31
34 H 0.04
35 H 0.29
36 H 0.25
37 H 0.29


[2]
Entry from the OMol25 dataset: C9H23ClMnO7P as an isolated structure in a non-equilibrium geometry (ωB97M-V/def2-TZVPD).

The calculation puts the calculated total energy at -2835.473696 a.u. Its expectation value of S² is 8.76. The HOMO-LUMO gap (alpha / beta) is 4.7608 / 4.5480 eV. Its molar mass is 364.64 g mol⁻¹. Its lowest unoccupied orbital energy (alpha / beta) is -6.69 / -6.90 eV.

```
! wB97M-V def2-TZVPD RIJCOSX def2/J DEFGRID3
* xyz 1 6
Mn -0.94812 -2.45127 3.26843
Cl -1.49552 -0.91205 2.21575
C 1.19526 -1.02484 2.32391
O 1.58195 -0.21561 1.32235
P 1.96789 1.33161 1.51993
O 3.23523 1.62039 2.14992
O 0.67444 1.90641 2.25284
C -0.56020 2.10582 1.62853
O 1.95445 1.92254 -0.00748
C 3.25085 2.11515 -0.60156
H 0.50927 -1.83202 2.06707
H 0.57754 -0.43161 2.99815
H 2.06031 -1.37626 2.88633
H -1.06735 2.95177 2.09250
H -1.22482 1.24705 1.72282
H -0.52506 2.26096 0.55020
H 3.28439 1.87295 -1.66378
H 4.01583 1.37352 -0.37155
H 3.62876 3.13520 -0.53245
C -1.12951 -4.51072 0.35977
O -1.80482 -3.60644 -0.49586
C -1.40492 -2.23597 -0.29499
C -1.62063 -1.31737 -1.51206
O -0.55589 -0.57137 -2.04011
C -0.01461 0.31147 -1.14707
C 0.42116 1.69403 -1.75433
O -0.64305 2.59318 -1.76494
C -1.76854 2.26718 -2.58989
H -1.26511 -5.55739 0.08740
H -1.37499 -4.19280 1.37306
H -0.05694 -4.32246 0.40731
H -0.34616 -2.05644 -0.10821
H -2.04247 -1.86594 0.50794
H -2.51283 -0.71249 -1.35021
H -2.03910 -1.95401 -2.29159
H 0.81194 -0.27478 -0.74555
H -0.66878 0.38377 -0.27820
H 0.67315 1.51018 -2.79875
H 1.26091 2.18628 -1.26381
H -2.44015 1.85788 -1.83522
H -1.55229 1.51213 -3.34568
H -2.04148 3.26236 -2.94092
*
```

And the Mulliken charges, in e, turn out to be:
1 Mn 0.75
2 Cl -0.34
3 C -0.45
4 O 0.01
5 P 1.08
6 O -0.74
7 O -0.45
8 C -0.11
9 O -0.21
10 C -0.93
11 H -0.53
12 H 0.82
13 H 0.33
14 H 0.37
15 H -0.07
16 H 0.15
17 H 0.39
18 H 0.35
19 H 0.29
20 C -0.48
21 O -0.42
22 C 0.17
23 C -0.75
24 O -0.48
25 C 0.06
26 C -0.82
27 O -0.51
28 C -0.72
29 H 0.34
30 H -0.05
31 H 0.33
32 H 0.11
33 H 0.38
34 H 0.23
35 H 0.54
36 H 0.40
37 H 0.21
38 H 0.63
39 H 0.30
40 H 0.20
41 H 0.32
42 H 0.30


[3]
Entry from the OMol25 dataset: C9H23LiN3O5 as an isolated structure in a non-equilibrium geometry (ωB97M-V/def2-TZVPD).

The calculation puts the calculated total energy at -904.602294 a.u. Its expectation value of S² is 0.75. The HOMO-LUMO gap (alpha / beta) is 7.3676 / 6.9125 eV. Its molar mass is 260.24 g mol⁻¹. Its lowest unoccupied orbital energy (alpha / beta) is 0.35 / -0.09 eV.

```
! wB97M-V def2-TZVPD RIJCOSX def2/J DEFGRID3
* xyz 0 2
Li -0.41403 0.34901 -0.58781
O 0.30111 -3.02805 -4.59434
C -0.28174 -1.72732 -4.40156
C -0.74584 -1.24513 -2.97221
O 0.01279 -1.40603 -1.74699
H -1.12399 -1.71145 -5.09326
H 0.36187 -0.95810 -4.82841
H -1.69708 -1.76603 -2.86312
H -1.09375 -0.21529 -3.05273
C -1.91971 -0.84797 1.41580
O -1.96775 0.30353 1.01648
N -1.69598 -1.91581 0.69292
N -2.20757 -1.20043 2.62952
H -2.10775 -2.70962 1.16239
H -1.58205 -1.94003 -0.31034
H -2.73561 -0.52027 3.15741
H -2.20728 -2.16109 2.94134
C 1.80751 -2.07255 4.14120
O 2.23342 -1.37793 2.92034
C 1.54952 -0.20502 2.58990
C 1.87726 0.29172 1.19390
N 0.92563 1.35230 0.69924
C 1.55581 1.96658 -0.47396
C 0.59150 2.88336 -1.22538
O -0.50399 2.07706 -1.66168
C -1.58219 2.76998 -2.16793
H 0.88318 -2.58113 3.86723
H 1.46836 -1.47241 4.98555
H 2.49304 -2.88004 4.39834
H 1.83610 0.50620 3.36458
H 0.49665 -0.47499 2.67151
H 1.95480 -0.58175 0.54648
H 2.86378 0.74970 1.12230
H 0.75648 2.01283 1.44435
H 1.89400 1.21290 -1.18508
H 2.34671 2.70237 -0.32835
H 1.02721 3.53679 -1.98121
H 0.16794 3.58735 -0.50907
H -1.33192 3.10793 -3.17353
H -1.87202 3.59954 -1.52301
H -2.33441 1.98926 -2.28080
*
```

And the Mulliken charges, in e, turn out to be:
1 Li 0.82
2 O -0.34
3 C -0.56
4 C 0.23
5 O -0.91
6 H 0.32
7 H 0.26
8 H 0.25
9 H -0.13
10 C 0.77
11 O -0.72
12 N -0.25
13 N -0.43
14 H 0.16
15 H 0.08
16 H 0.24
17 H 0.17
18 C -0.79
19 O -0.38
20 C -0.13
21 C -0.68
22 N -0.21
23 C -0.72
24 C -0.63
25 O -0.30
26 C -0.89
27 H 0.25
28 H 0.34
29 H 0.31
30 H 0.32
31 H 0.06
32 H 0.29
33 H 0.46
34 H 0.18
35 H 0.36
36 H 0.42
37 H 0.43
38 H 0.42
39 H 0.34
40 H 0.38
41 H 0.23


[4]
Entry from the OMol25 dataset: a 2-piece molecular cluster, C9H23N overall (ωB97M-V/def2-TZVPD).

The energy above the lowest of the compared OMol25 structures with the same formula, charge and spin is 16.31 kcal/mol. The calculation puts the calculated total energy at -411.352448 a.u. The HOMO-LUMO gap is 7.2748 eV. Its molar mass is 145.29 g mol⁻¹. Its lowest unoccupied orbital energy is 0.67 eV.

```
! wB97M-V def2-TZVPD RIJCOSX def2/J DEFGRID3
* xyz 0 1
C 2.15087 0.08389 -0.36908
C 3.49176 -0.19198 -1.04013
C 2.09185 -0.51198 1.03064
C 1.58490 1.46838 -0.46890
C 0.46991 -2.00225 -0.96776
N 1.00726 -0.66087 -1.27030
H 1.33280 -0.61920 -2.23601
H 4.28778 0.26629 -0.45152
H 2.30709 -1.58416 1.04994
H 0.47476 0.34881 -1.10869
H 3.52594 0.25258 -2.03820
H 3.70984 -1.26300 -1.12416
H 2.84070 -0.00872 1.64320
H 1.11882 -0.33702 1.49229
H 1.42731 1.95214 0.49393
H 2.13336 2.12353 -1.14657
H -0.28376 -2.27248 -1.70733
H 0.00380 -1.98536 0.01394
H 1.26611 -2.74989 -0.97411
C -2.13588 0.38348 0.69923
C -2.53674 0.27229 -0.77429
C -2.02346 1.84927 1.12381
C -3.10532 -0.39163 1.59579
H -1.14097 -0.06172 0.81083
H -4.11444 0.02574 1.52458
H -3.16202 -1.44523 1.30794
H -3.52978 0.70264 -0.93590
H -2.57246 -0.77069 -1.10236
H -1.83184 0.81104 -1.41136
H -1.27510 2.36506 0.51953
H -2.98382 2.36083 1.00370
H -1.72874 1.93515 2.17300
H -2.80053 -0.34495 2.64434
*
```

And the Mulliken charges, in e, turn out to be:
1 C 1.47
2 C -1.68
3 C -1.75
4 C -1.26
5 C -0.97
6 N -0.26
7 H 0.44
8 H 0.40
9 H 0.34
10 H 0.18
11 H 0.46
12 H 0.33
13 H 0.45
14 H 0.39
15 H 0.20
16 H 0.28
17 H 0.34
18 H 0.32
19 H 0.33
20 C 2.22
21 C -1.47
22 C -1.56
23 C -1.55
24 H -0.90
25 H 0.35
26 H 0.37
27 H 0.43
28 H 0.28
29 H 0.34
30 H 0.31
31 H 0.39
32 H 0.37
33 H 0.39


[5]
Entry from the OMol25 dataset: a 2-piece molecular cluster, C9H23N3 overall in a non-equilibrium geometry (ωB97M-V/def2-TZVPD).

The energy above the lowest of the compared OMol25 structures with the same formula, charge and spin is 53.36 kcal/mol. The calculation puts the calculated total energy at -520.109569 a.u. The HOMO-LUMO gap (alpha / beta) is 6.9917 / 6.9820 eV. Its molar mass is 173.30 g mol⁻¹. Its lowest unoccupied orbital energy (alpha / beta) is -9.38 / -9.39 eV.

```
! wB97M-V def2-TZVPD RIJCOSX def2/J DEFGRID3
* xyz 2 1
C 1.18344 0.59469 -0.05788
C -4.16796 -0.82109 0.07153
C -1.89442 0.67758 1.70261
C 3.18900 2.23950 -0.12512
C 2.40880 -0.98160 1.07150
C 2.74307 -0.90184 -1.27706
C 0.59975 -1.66388 -0.31917
C -3.03223 -0.59591 -0.83860
C -2.15581 0.74256 -0.52953
N -1.39793 0.28941 0.48409
N 1.80613 1.71543 -0.09218
N 1.79522 -0.70735 -0.14986
H -3.87257 -1.23681 0.98062
H -4.85734 0.01864 0.25865
H -4.85630 -1.63194 -0.35351
H -2.80507 0.01553 1.67136
H -1.27290 0.44459 2.55702
H -2.15477 1.68590 1.86218
H 3.23697 3.09601 0.51851
H 3.37666 2.70736 -1.09472
H 3.92110 1.51905 0.03008
H 2.33157 -2.03115 1.24220
H 3.50683 -0.63471 0.94913
H 1.94034 -0.38188 1.88814
H 2.87966 -0.00927 -1.68213
H 3.62234 -1.44868 -0.95442
H 2.32025 -1.61108 -2.01127
H 0.98186 -2.64859 -0.48689
H -0.06505 -1.55872 0.49563
H 0.08826 -1.40554 -1.14245
H -3.39296 -0.52053 -1.89583
H -2.23407 -1.43862 -0.81134
H -1.58494 0.83985 -1.47505
H -2.96851 1.55588 -0.28319
H 1.15114 2.57704 -0.00296
*
```

And the Mulliken charges, in e, turn out to be:
1 C -0.34
2 C -1.54
3 C -1.02
4 C -0.95
5 C -0.91
6 C -0.87
7 C -1.55
8 C 0.00
9 C -0.42
10 N 0.36
11 N -0.08
12 N 0.29
13 H 0.58
14 H 0.37
15 H 0.36
16 H 0.31
17 H 0.31
18 H 0.42
19 H 0.34
20 H 0.37
21 H 0.39
22 H 0.39
23 H 0.45
24 H 0.29
25 H 0.41
26 H 0.42
27 H 0.34
28 H 0.65
29 H 0.51
30 H 0.59
31 H 0.39
32 H 0.12
33 H 0.26
34 H 0.38
35 H 0.38


[6]
Entry from the OMol25 dataset: a 2-piece molecular cluster, C9H23N3OP overall in a non-equilibrium geometry (ωB97M-V/def2-TZVPD).

The energy above the lowest of the compared OMol25 structures with the same formula, charge and spin is 124.39 kcal/mol. The calculation puts the calculated total energy at -937.145770 a.u. The HOMO-LUMO gap is 8.9940 eV. Its molar mass is 220.28 g mol⁻¹. Its lowest unoccupied orbital energy is -2.66 eV.

```
! wB97M-V def2-TZVPD RIJCOSX def2/J DEFGRID3
* xyz 1 1
C -1.47985 1.62280 -0.75446
C 1.07689 -0.07257 1.66759
C 1.46176 -0.13129 -0.68296
C 0.96977 1.43943 1.67397
C 1.71270 1.34495 -0.71638
C -1.37549 -1.70602 -2.42314
C -0.55260 -3.22227 -0.66023
C 1.97695 3.45988 0.46728
C -2.91512 -1.38820 1.47697
N 0.61865 -0.54452 0.43605
N -0.71674 -1.85110 -1.11241
N 1.90251 2.01445 0.58634
O -1.46019 -1.35963 1.47930
P -0.99288 -0.67425 0.05860
H -2.54795 1.48359 -0.98364
H -1.01687 1.27360 -1.69302
H 2.20921 -0.25256 1.96835
H 0.56905 -0.56074 2.54277
H 0.86985 -0.39267 -1.52475
H 2.48715 -0.78435 -0.75837
H -0.12826 1.85093 1.54897
H 1.37941 1.64740 2.66109
H 2.54662 1.61170 -1.37643
H 0.76778 1.88124 -1.03579
H -0.66050 -1.73502 -3.24974
H -2.11554 -2.42883 -2.57176
H -1.79539 -0.76498 -2.44906
H 0.39767 -3.29482 -0.22846
H -1.21512 -3.43636 0.11495
H -0.81510 -3.89779 -1.47588
H 0.89064 3.78632 0.61756
H 2.67400 3.87849 1.31179
H 2.35645 3.79802 -0.45029
H -3.37665 -1.86728 0.70386
H -3.15084 -0.37972 1.48860
H -3.26471 -1.98255 2.26308
H 2.71275 1.63471 1.07965
*
```

And the Mulliken charges, in e, turn out to be:
1 C -0.83
2 C -1.04
3 C -0.50
4 C -0.64
5 C -0.52
6 C -1.20
7 C -1.14
8 C -0.89
9 C -1.01
10 N 0.33
11 N 0.14
12 N 0.01
13 O -0.40
14 P 0.35
15 H 0.31
16 H 0.29
17 H 0.30
18 H 0.43
19 H 0.26
20 H 0.24
21 H 0.46
22 H 0.36
23 H 0.39
24 H 0.33
25 H 0.30
26 H 0.47
27 H 0.49
28 H 0.34
29 H 0.36
30 H 0.43
31 H 0.32
32 H 0.32
33 H 0.40
34 H 0.40
35 H 0.43
36 H 0.29
37 H 0.43


> Which value of calculated total energy does entry 5 give?

-520.109569 a.u.


> What is the calculated total energy in the fourth record?

-411.352448 a.u.


Repeat the sixth record exactly.
Entry from the OMol25 dataset: a 2-piece molecular cluster, C9H23N3OP overall in a non-equilibrium geometry (ωB97M-V/def2-TZVPD).

The energy above the lowest of the compared OMol25 structures with the same formula, charge and spin is 124.39 kcal/mol. The calculation puts the calculated total energy at -937.145770 a.u. The HOMO-LUMO gap is 8.9940 eV. Its molar mass is 220.28 g mol⁻¹. Its lowest unoccupied orbital energy is -2.66 eV.

```
! wB97M-V def2-TZVPD RIJCOSX def2/J DEFGRID3
* xyz 1 1
C -1.47985 1.62280 -0.75446
C 1.07689 -0.07257 1.66759
C 1.46176 -0.13129 -0.68296
C 0.96977 1.43943 1.67397
C 1.71270 1.34495 -0.71638
C -1.37549 -1.70602 -2.42314
C -0.55260 -3.22227 -0.66023
C 1.97695 3.45988 0.46728
C -2.91512 -1.38820 1.47697
N 0.61865 -0.54452 0.43605
N -0.71674 -1.85110 -1.11241
N 1.90251 2.01445 0.58634
O -1.46019 -1.35963 1.47930
P -0.99288 -0.67425 0.05860
H -2.54795 1.48359 -0.98364
H -1.01687 1.27360 -1.69302
H 2.20921 -0.25256 1.96835
H 0.56905 -0.56074 2.54277
H 0.86985 -0.39267 -1.52475
H 2.48715 -0.78435 -0.75837
H -0.12826 1.85093 1.54897
H 1.37941 1.64740 2.66109
H 2.54662 1.61170 -1.37643
H 0.76778 1.88124 -1.03579
H -0.66050 -1.73502 -3.24974
H -2.11554 -2.42883 -2.57176
H -1.79539 -0.76498 -2.44906
H 0.39767 -3.29482 -0.22846
H -1.21512 -3.43636 0.11495
H -0.81510 -3.89779 -1.47588
H 0.89064 3.78632 0.61756
H 2.67400 3.87849 1.31179
H 2.35645 3.79802 -0.45029
H -3.37665 -1.86728 0.70386
H -3.15084 -0.37972 1.48860
H -3.26471 -1.98255 2.26308
H 2.71275 1.63471 1.07965
*
```

And the Mulliken charges, in e, turn out to be:
1 C -0.83
2 C -1.04
3 C -0.50
4 C -0.64
5 C -0.52
6 C -1.20
7 C -1.14
8 C -0.89
9 C -1.01
10 N 0.33
11 N 0.14
12 N 0.01
13 O -0.40
14 P 0.35
15 H 0.31
16 H 0.29
17 H 0.30
18 H 0.43
19 H 0.26
20 H 0.24
21 H 0.46
22 H 0.36
23 H 0.39
24 H 0.33
25 H 0.30
26 H 0.47
27 H 0.49
28 H 0.34
29 H 0.36
30 H 0.43
31 H 0.32
32 H 0.32
33 H 0.40
34 H 0.40
35 H 0.43
36 H 0.29
37 H 0.43